Entry 1:
{
  "formula": "C4H5LiLuO2",
  "method": "ωB97M-V/def2-TZVPD",
  "s_squared": 0.750,
  "multiplicity": 2,
  "homo_ev": [-13.951, -13.935],
  "total_charge": 2,
  "orbital_gap_ev": [5.699, 4.360],
  "symbols": ["Lu", "O", "O", "C", "C", "C", "C", "Li", "H", "H", "H", "H", "H"],
  "xyz": [[-2.936, -5.316, 4.019], [-4.357, -4.743, 2.239], [-7.791, -1.035, 0.558], [-5.715, -3.947, 0.497], [-4.644, -3.843, 1.369], [-6.390, -2.834, -0.106], [-6.768, -1.735, 0.726], [-9.340, -0.981, -0.364], [-5.309, -2.218, -1.532], [-4.007, -2.945, 1.339], [-5.988, -4.950, 0.159], [-6.132, -1.510, 1.602], [-7.145, -3.105, -0.853]],
  "forces_ev_per_a": [[-2.39, 0.88, -3.09], [3.32, -2.68, 4.06], [1.24, -1.14, 0.02], [1.76, -0.89, 0.94], [-1.80, 1.90, -2.00], [1.61, -0.16, -3.87], [-0.98, 2.14, 0.37], [-0.04, 0.20, 0.03], [-1.79, -0.46, 2.55], [-0.42, -0.02, 0.26], [-0.39, 0.22, 0.59], [-0.21, -0.02, -0.26], [0.10, 0.03, 0.39]]
}

Entry 2:
{
  "formula": "C4H5LiMgO2",
  "method": "ωB97M-V/def2-TZVPD",
  "s_squared": 0.750,
  "multiplicity": 2,
  "homo_ev": [-11.208, -11.723],
  "total_charge": 1,
  "orbital_gap_ev": [7.342, 7.278],
  "symbols": ["Mg", "O", "O", "C", "C", "C", "C", "Li", "H", "H", "H", "H", "H"],
  "xyz": [[-2.326, -3.013, 2.649], [-1.343, -1.413, 2.001], [1.129, 0.947, -2.264], [0.237, 0.411, -1.399], [0.021, 0.306, 1.181], [-0.379, -1.058, 1.298], [0.466, 0.857, 0.015], [1.635, 2.031, -3.475], [0.858, 1.878, 0.087], [-0.824, 0.670, -1.630], [0.162, -1.823, 0.715], [-0.036, 0.914, 2.086], [0.399, -0.708, -1.263]],
  "forces_ev_per_a": [[0.10, 0.27, -0.06], [-0.04, -0.64, 0.65], [-0.11, 0.53, -0.46], [1.19, -0.90, 0.76], [0.71, -0.04, -0.35], [-0.39, 0.37, -0.90], [-0.70, 1.27, 0.73], [-0.11, -0.48, 0.42], [-0.07, -0.23, -0.01], [0.27, -0.52, 0.16], [-0.10, 0.18, 0.03], [-0.02, -0.15, -0.24], [-0.76, 0.36, -0.75]]
}

Entry 3:
{
  "formula": "C4H5LiORb",
  "method": "ωB97M-V/def2-TZVPD",
  "homo_ev": -10.784,
  "total_charge": 1,
  "orbital_gap_ev": 6.878,
  "symbols": ["Rb", "O", "C", "C", "C", "C", "Li", "H", "H", "H", "H", "H"],
  "xyz": [[-3.344, -3.229, 0.938], [-1.510, -0.459, -0.124], [-0.928, 0.464, 0.674], [0.590, 0.423, 0.755], [1.340, 0.119, -0.730], [2.228, 0.079, -1.565], [-1.173, -0.266, -1.936], [-1.361, 0.532, 1.689], [2.913, 0.026, -2.394], [0.854, -0.447, 1.378], [-0.594, 1.461, 0.022], [0.985, 1.297, 1.294]],
  "forces_ev_per_a": [[0.30, 0.45, -0.07], [-0.65, -1.26, -0.86], [2.26, 2.87, -2.85], [2.14, -3.53, -0.47], [-0.42, 1.34, 2.90], [-1.20, -0.11, 0.13], [0.24, 0.07, 1.06], [0.16, 0.75, -0.51], [-0.21, -0.02, 0.41], [0.64, -0.07, -0.31], [-3.36, -0.37, 1.35], [0.10, -0.11, -0.79]]
}

Entry 4:
{
  "formula": "C4H5N",
  "method": "ωB97M-V/def2-TZVPD",
  "homo_ev": -8.263,
  "total_charge": 0,
  "orbital_gap_ev": 9.047,
  "symbols": ["N", "C", "C", "C", "C", "H", "H", "H", "H", "H"],
  "xyz": [[0.300, 0.970, 0.056], [-0.979, 0.501, 0.039], [-0.966, -0.856, 0.212], [1.138, -0.131, 0.256], [0.391, -1.365, 0.272], [-1.808, 1.191, -0.076], [2.208, -0.017, 0.101], [0.572, 1.939, 0.024], [-1.856, -1.474, 0.249], [1.009, -0.680, 1.339]],
  "forces_ev_per_a": [[-0.09, -0.06, 0.03], [0.05, 0.00, 0.02], [-0.08, -0.06, 0.00], [0.20, 0.05, -0.18], [-0.12, 0.26, -0.05], [0.12, -0.12, 0.02], [-0.19, -0.04, 0.05], [-0.03, -0.13, 0.00], [0.16, 0.12, -0.01], [-0.02, -0.01, 0.13]]
}

Entry 5:
{
  "formula": "C4H5N",
  "method": "ωB97M-V/def2-TZVPD",
  "homo_ev": -8.778,
  "total_charge": 0,
  "orbital_gap_ev": 9.275,
  "smiles": "C/C=C\\C#N",
  "symbols": ["N", "C", "C", "C", "C", "H", "H", "H", "H", "H"],
  "xyz": [[1.486, -1.125, 1.786], [-1.255, 0.118, -0.295], [1.022, 0.523, 0.146], [0.094, 0.204, -0.674], [0.974, -0.253, 1.215], [2.066, 1.011, 0.045], [-1.877, -0.228, -1.002], [-1.580, 0.826, 0.478], [0.052, -0.095, -1.788], [-0.982, -0.982, 0.091]],
  "forces_ev_per_a": [[-1.07, 0.19, 0.94], [0.71, -3.19, 4.71], [4.84, 4.42, -1.55], [-1.78, 0.94, -7.25], [1.84, -3.16, 5.03], [-1.73, -1.26, -0.77], [-2.60, -0.03, -2.69], [-0.22, -0.67, -0.32], [1.61, 1.43, 1.17], [-1.60, 1.34, 0.74]]
}

Entry 6:
{
  "formula": "C4H5N",
  "method": "ωB97M-V/def2-TZVPD",
  "homo_ev": -10.661,
  "total_charge": 0,
  "orbital_gap_ev": 11.693,
  "symbols": ["N", "C", "C", "C", "C", "H", "H", "H", "H", "H"],
  "xyz": [[-1.580, 0.174, -0.523], [0.799, -0.629, -0.393], [-2.478, 0.857, -0.835], [-0.511, -0.306, 0.256], [0.664, 0.605, 0.453], [0.855, -0.489, -1.470], [1.373, -1.466, -0.008], [1.078, 0.624, 1.454], [-0.856, -0.909, 1.091], [0.630, 1.566, -0.050]],
  "forces_ev_per_a": [[-0.36, 0.66, 0.24], [0.19, -0.07, -0.19], [0.18, -0.44, -0.25], [-0.03, -0.25, 0.08], [-0.03, 0.18, 0.17], [-0.02, -0.02, 0.24], [-0.17, 0.09, -0.05], [0.11, -0.05, -0.18], [0.15, 0.08, -0.15], [-0.03, -0.20, 0.08]]
}

Number 1: calculated total energy -1548.172979 Eh, maximum force 5.889 eV/Å. Number 2: calculated total energy -513.255451 Eh, maximum force 1.680 eV/Å. Number 3: calculated total energy -261.956851 Eh, maximum force 4.634 eV/Å. Number 4: calculated total energy -210.047151 Eh, maximum force 0.288 eV/Å. Number 5: calculated total energy -210.006449 Eh, maximum force 7.527 eV/Å. Number 6: calculated total energy -210.093069 Eh, maximum force 0.793 eV/Å.